DFT (ωB97M-V/def2-TZVPD) results for C46H60AsF4MgN2OSSi2 as an isolated structure in a non-equilibrium geometry.

Total charge: -1
HOMO level: -3.41 eV
Orbital gap: 5.8 eV

Last column: natural (NBO) charge in e.
Atoms and positions in Å:
Mg: -0.455 0.792 -0.044  1.599
C: -0.492 0.602 4.021  -0.611
C: -1.612 1.475 3.480  -0.220
N: -2.244 0.903 2.307  -0.468
C: -2.867 -0.389 2.543  -0.228
C: -3.886 -0.469 3.689  -0.639
C: -3.083 1.889 1.653  -0.210
C: -3.579 1.431 0.276  -0.238
N: -2.598 0.584 -0.337  -0.799
C: -2.924 -0.146 -1.371  0.193
C: -2.048 -1.208 -1.740  0.223
F: -0.938 -1.373 -0.958  -0.339
C: -2.285 -2.067 -2.778  0.358
F: -1.400 -3.054 -3.054  -0.319
C: -3.430 -1.969 -3.564  -0.454
C: -4.300 -0.936 -3.254  0.357
F: -5.411 -0.782 -4.023  -0.330
C: -4.075 -0.058 -2.220  0.176
F: -4.978 0.961 -2.058  -0.336
H: 0.107 1.177 4.723  0.210
H: 0.136 0.285 3.186  0.210
H: -0.875 -0.278 4.534  0.205
H: -1.176 2.426 3.170  0.215
H: -2.338 1.681 4.287  0.154
H: -2.066 -1.109 2.737  0.206
H: -3.352 -0.694 1.617  0.208
H: -3.403 -0.304 4.649  0.199
H: -4.324 -1.464 3.704  0.213
H: -4.683 0.263 3.565  0.197
H: -2.454 2.771 1.514  0.209
H: -3.952 2.188 2.271  0.161
H: -3.790 2.334 -0.318  0.191
H: -4.530 0.887 0.391  0.170
H: -3.633 -2.659 -4.363  0.237
C: 2.211 -0.788 -2.155  -1.099
Si: 2.166 0.045 -0.386  0.611
C: 3.907 -0.699 0.160  -1.073
C: 2.770 1.892 -0.769  -0.391
C: 4.043 2.036 -1.316  -0.236
C: 4.636 3.266 -1.539  -0.231
C: 3.926 4.419 -1.252  -0.269
C: 2.646 4.302 -0.743  -0.173
C: 2.056 3.066 -0.476  -0.458
Si: 0.317 3.102 0.353  0.533
C: 0.787 3.926 2.054  -1.076
C: -0.656 4.582 -0.486  -1.095
H: 3.021 -0.423 -2.788  0.196
H: 1.276 -0.640 -2.686  0.222
H: 2.350 -1.862 -2.042  0.214
H: 4.561 -0.913 -0.685  0.203
H: 3.762 -1.642 0.682  0.202
H: 4.448 -0.038 0.831  0.212
H: 4.606 1.150 -1.566  0.196
H: 5.644 3.327 -1.934  0.195
H: 4.367 5.395 -1.427  0.194
H: 2.087 5.209 -0.536  0.183
H: 1.514 4.726 1.929  0.210
H: 1.227 3.196 2.729  0.213
H: -0.083 4.356 2.548  0.205
H: -0.647 5.486 0.121  0.212
H: -1.698 4.303 -0.629  0.218
H: -0.268 4.850 -1.466  0.206
C: -3.534 1.580 -6.180  -0.601
C: -2.879 2.270 -4.989  -0.414
C: -1.620 1.541 -4.553  -0.585
S: -0.936 2.299 -2.994  1.284
O: -0.334 1.161 -2.284  -1.056
C: 0.496 3.191 -3.761  -0.586
C: 1.577 2.247 -4.245  -0.419
C: 2.846 3.001 -4.625  -0.605
H: -4.420 2.120 -6.503  0.208
H: -3.832 0.571 -5.908  0.215
H: -2.842 1.523 -7.018  0.195
H: -3.581 2.294 -4.155  0.218
H: -2.631 3.301 -5.251  0.193
H: -0.870 1.553 -5.340  0.213
H: -1.839 0.509 -4.282  0.246
H: 0.899 3.804 -2.956  0.253
H: 0.096 3.833 -4.544  0.211
H: 1.232 1.665 -5.102  0.188
H: 1.801 1.556 -3.432  0.253
H: 2.650 3.730 -5.411  0.185
H: 3.603 2.304 -4.979  0.209
H: 3.244 3.520 -3.757  0.229
C: 1.355 -5.987 -0.971  -0.219
C: 0.118 -5.370 -0.905  -0.200
C: -0.047 -4.239 -0.126  -0.214
C: 1.005 -3.703 0.610  -0.331
C: 2.256 -4.290 0.472  -0.155
C: 2.428 -5.427 -0.301  -0.237
As: 0.608 -2.155 1.754  0.946
C: 2.250 -2.082 2.805  -0.361
C: 2.827 -3.231 3.337  -0.153
C: 3.990 -3.165 4.083  -0.251
C: 4.594 -1.941 4.310  -0.208
C: 4.009 -0.785 3.818  -0.218
C: 2.841 -0.858 3.081  -0.199
C: -0.349 -3.136 3.227  -0.324
C: -1.528 -3.836 2.973  -0.168
C: -2.366 -4.243 3.994  -0.238
C: -2.057 -3.943 5.311  -0.229
C: -0.899 -3.233 5.587  -0.209
C: -0.070 -2.822 4.560  -0.241
H: 1.484 -6.888 -1.557  0.204
H: -0.715 -5.769 -1.466  0.209
H: -1.012 -3.747 -0.098  0.213
H: 3.116 -3.859 0.969  0.210
H: 3.408 -5.882 -0.380  0.205
H: 2.356 -4.194 3.168  0.210
H: 4.428 -4.073 4.478  0.206
H: 5.522 -1.895 4.865  0.205
H: 4.478 0.174 3.990  0.213
H: 2.392 0.043 2.676  0.236
H: -1.786 -4.070 1.948  0.201
H: -3.271 -4.792 3.766  0.205
H: -2.720 -4.238 6.114  0.204
H: -0.638 -2.996 6.612  0.204
H: 0.829 -2.266 4.799  0.221